1.
ORCA calculation (ωB97M-V/def2-TZVPD) on C10H22ClCoIO3P as an isolated structure.

Each line ends with the Mulliken charge.
Element x y z (Å)
C1 0.085 0.536 -2.469  -1.14
C2 -0.753 -0.182 -1.428  0.77
H1 -0.425 0.302 -3.429  0.45
H2 1.141 0.173 -2.540  0.34
H3 0.093 1.644 -2.351  0.36
O1 -1.733 -0.725 -1.891  -0.36
I1 -0.963 -0.249 2.566  0.38
Co1 1.398 0.150 -0.047  0.01
P1 2.154 -1.834 -0.109  1.76
C3 1.412 -3.396 0.345  -1.26
C4 2.896 -2.075 -1.739  -1.40
H4 3.676 -0.436 1.078  0.42
H5 4.318 -2.090 1.009  0.40
H6 3.000 -1.676 2.126  0.36
C5 3.414 -1.494 1.132  -1.28
H7 3.327 -1.138 -2.089  0.43
H8 3.674 -2.836 -1.733  0.45
H9 2.103 -4.240 0.230  0.44
H10 0.525 -3.606 -0.257  0.40
H11 2.133 -2.375 -2.457  0.38
H12 1.094 -3.368 1.387  0.42
C6 -0.225 -1.022 0.317  0.29
O2 -1.113 -1.868 0.236  -0.45
Cl1 2.769 1.774 0.076  -0.32
C7 -1.241 3.281 1.578  -1.00
C8 -2.287 2.272 1.259  -0.25
O3 -2.000 1.458 0.094  -0.20
C9 -2.707 1.952 -1.064  -0.45
C10 -3.970 1.163 -1.396  -1.07
H13 -0.222 2.948 1.389  0.15
H14 -1.346 3.508 2.638  0.44
H15 -1.429 4.207 1.031  0.34
H16 -2.292 1.486 2.026  0.06
H17 -3.292 2.697 1.168  0.44
H18 -2.994 3.015 -0.889  0.54
H19 -1.994 1.892 -1.907  0.15
H20 -4.726 1.291 -0.599  0.32
H21 -4.374 1.582 -2.332  0.42
H22 -3.761 0.088 -1.546  0.22

Calculated values
**Expectation value of S²**: 6.154
**Net charge**: +2
**E_HOMO (alpha / beta)**: -16.53 / -16.43 eV
**Kohn-Sham gap (alpha / beta)**: 6.24 / 5.73 eV
**Spin multiplicity**: 5

***

2.
ORCA calculation (ωB97M-V/def2-TZVPD) on a 3-piece molecular cluster, C4H17N2O2 overall.

Each line ends with the Mulliken charge.
Element x y z (Å)
N1 0.659 -0.782 -2.007  -0.29
C1 0.570 0.157 -0.751  0.24
C2 1.506 -0.358 0.283  -1.32
C3 -0.939 0.087 -0.428  -0.87
N2 -1.281 0.823 0.804  0.03
C4 -2.635 1.339 1.013  -0.93
H1 0.237 -0.415 -2.858  0.37
H2 1.667 -0.849 -2.206  0.38
H3 0.418 -1.758 -1.712  0.36
H4 0.825 1.126 -1.166  0.39
H5 2.453 -0.781 -0.046  0.48
H6 1.105 -1.214 0.858  0.41
H7 1.754 0.384 1.072  0.19
H8 -1.562 0.637 -1.124  0.50
H9 -1.116 -0.948 -0.251  0.47
H10 -1.131 0.223 1.605  0.39
H11 -2.580 1.753 2.048  0.39
H12 -2.751 2.309 0.540  0.41
H13 -3.495 0.719 0.810  0.38
H14 0.764 3.258 1.802  0.31
H15 2.046 2.595 2.170  0.35
O1 1.550 2.879 1.387  -0.63
H16 0.252 -3.940 -0.021  0.31
H17 1.099 -3.953 -1.158  0.29
O2 0.584 -3.289 -0.665  -0.61

Calculated values
**Expectation value of S²**: 0.754
**Net charge**: +2
**Relative energy (zero: lowest compared OMol25 entry of this formula, charge and spin)**: 77.9 kJ/mol
**E_HOMO (alpha / beta)**: -18.05 / -17.96 eV
**Kohn-Sham gap (alpha / beta)**: 11.62 / 6.03 eV
**Spin multiplicity**: 2

***

3.
ORCA calculation (ωB97M-V/def2-TZVPD) on a 8-piece molecular cluster, H16O8 overall.

Each line ends with the Mulliken charge.
Element x y z (Å)
O1 7.769 5.253 6.119  -0.67
H1 7.195 5.392 5.347  0.26
H2 7.982 6.142 6.488  0.45
O2 8.110 4.213 9.298  -0.60
H3 8.660 4.495 10.019  0.30
H4 8.384 4.720 8.559  0.31
O3 8.645 7.571 7.231  -0.73
H5 9.164 8.359 7.394  0.30
H6 7.756 7.801 7.608  0.41
O4 4.570 7.482 5.176  -0.63
H7 5.227 8.162 4.883  0.33
H8 5.091 6.738 5.518  0.30
O5 4.016 6.656 8.097  -0.66
H9 3.157 6.504 7.737  0.29
H10 4.445 5.772 8.150  0.39
O6 5.514 4.537 7.679  -0.67
H11 5.853 3.876 8.294  0.30
H12 6.248 4.760 7.047  0.35
O7 5.570 4.276 4.231  -0.64
H13 5.077 3.860 4.959  0.33
H14 5.005 4.655 3.563  0.32
O8 6.066 8.586 7.885  -0.71
H15 5.426 7.935 7.552  0.37
H16 5.915 8.545 8.820  0.33

Calculated values
**Net charge**: 0
**Relative energy (zero: lowest compared OMol25 entry of this formula, charge and spin)**: 138.4 kJ/mol
**E_HOMO**: -11.12 eV
**Kohn-Sham gap**: 11.50 eV
**SMILES**: O.O.O.O.O.O.O.O

***

For reference, max |F| by record: 6.8, 4.1, 1.6 eV/A.
For reference, DFT total energy by record: -3101.10922, -421.87645, -611.52989 hartree.